Record 1
{"formula": "C15H40N10O17S", "method": "ωB97M-V with the def2-TZVPD basis set", "elements": ["C", "C", "C", "C", "S", "O", "O", "O", "C", "C", "C", "C", "N", "N", "N", "H", "H", "H", "H", "H", "H", "H", "H", "H", "H", "H", "H", "H", "H", "H", "H", "H", "H", "H", "C", "N", "O", "O", "H", "H", "H", "C", "N", "O", "O", "H", "H", "H", "C", "N", "O", "O", "H", "H", "H", "C", "N", "O", "O", "H", "H", "H", "C", "N", "O", "O", "H", "H", "H", "C", "N", "O", "O", "H", "H", "H", "C", "N", "O", "O", "H", "H", "H"], "coordinates": [[1.24, -4.22, 0.86], [1.33, -2.78, 0.30], [-0.07, -2.21, -0.04], [0.08, -0.99, -0.96], [0.74, 0.45, -0.17], [-0.03, 1.60, -0.59], [2.17, 0.51, -0.31], [0.44, 0.15, 1.34], [-0.92, -0.39, 1.51], [-0.84, -1.90, 1.28], [-2.19, -2.61, 1.47], [-3.37, -2.36, 0.51], [-4.51, -3.22, 0.82], [-3.01, -2.72, -0.86], [-3.74, -0.95, 0.59], [1.77, -4.93, 0.22], [1.68, -4.31, 1.86], [0.21, -4.56, 0.93], [1.82, -2.13, 1.04], [1.95, -2.77, -0.60], [-0.59, -2.98, -0.61], [0.79, -1.22, -1.76], [-0.85, -0.65, -1.42], [-1.20, -0.14, 2.54], [-1.58, 0.13, 0.82], [-0.21, -2.28, 2.09], [-2.00, -3.69, 1.45], [-2.55, -2.38, 2.48], [-4.80, -3.08, 1.78], [-4.24, -4.20, 0.74], [-2.52, -1.95, -1.30], [-3.87, -2.85, -1.38], [-4.01, -0.72, 1.55], [-4.59, -0.81, 0.04], [2.33, 1.11, -3.86], [1.44, 0.18, -4.61], [0.60, -0.44, -3.99], [1.62, 0.08, -5.81], [2.06, 1.08, -2.81], [3.35, 0.77, -4.01], [2.19, 2.10, -4.29], [-1.06, -1.56, -6.85], [-1.74, -2.83, -7.20], [-1.47, -3.36, -8.25], [-2.54, -3.26, -6.39], [-0.38, -1.30, -7.66], [-1.84, -0.81, -6.71], [-0.52, -1.71, -5.92], [5.28, 0.72, 0.66], [6.05, 1.66, -0.19], [5.70, 1.82, -1.34], [6.99, 2.24, 0.33], [4.49, 0.29, 0.05], [5.98, -0.04, 1.01], [4.88, 1.26, 1.50], [-6.15, 0.87, -3.51], [-6.69, 0.16, -2.32], [-7.78, -0.36, -2.40], [-5.98, 0.15, -1.33], [-6.89, 0.80, -4.31], [-5.97, 1.90, -3.21], [-5.22, 0.39, -3.77], [4.52, 3.60, 4.60], [4.10, 2.18, 4.57], [4.54, 1.47, 3.70], [3.31, 1.83, 5.42], [5.21, 3.79, 3.79], [3.60, 4.18, 4.47], [4.95, 3.80, 5.57], [1.08, 3.26, 0.88], [1.61, 4.06, 2.01], [2.80, 3.99, 2.24], [0.82, 4.72, 2.65], [1.91, 2.73, 0.42], [0.34, 2.57, 1.29], [0.60, 3.95, 0.19], [0.44, 3.11, 5.65], [-0.77, 2.26, 5.54], [-1.17, 1.70, 6.54], [-1.28, 2.17, 4.44], [0.80, 3.07, 6.67], [1.17, 2.70, 4.96], [0.16, 4.12, 5.35]], "lumo_ev": -0.31, "smiles": "CC[C@@H]1CS(=O)(=O)OC[C@H]1CC(N)(N)N.C[N+](=O)[O-].C[N+](=O)[O-].C[N+](=O)[O-].C[N+](=O)[O-].C[N+](=O)[O-].C[N+](=O)[O-].C[N+](=O)[O-]", "e_tot_ev": -76728.35730, "e_above_lowest_kcal_mol": 0.0, "gap_ev": 9.61}



Record 2
{"formula": "C15H40O5", "method": "ωB97M-V with the def2-TZVPD basis set", "elements": ["C", "C", "C", "O", "H", "H", "H", "H", "H", "H", "H", "H", "C", "C", "C", "O", "H", "H", "H", "H", "H", "H", "H", "H", "C", "C", "C", "O", "H", "H", "H", "H", "H", "H", "H", "H", "C", "C", "C", "O", "H", "H", "H", "H", "H", "H", "H", "H", "C", "C", "C", "O", "H", "H", "H", "H", "H", "H", "H", "H"], "coordinates": [[17.21, -1.10, 1.42], [18.21, -1.32, 2.55], [19.54, -0.65, 2.25], [17.65, -0.80, 3.77], [17.57, -1.54, 0.49], [17.05, -0.04, 1.23], [16.26, -1.58, 1.66], [18.30, -2.39, 2.71], [19.80, -0.75, 1.19], [20.35, -1.06, 2.84], [19.48, 0.42, 2.45], [17.64, 0.16, 3.70], [24.13, 0.99, 10.84], [23.99, -0.36, 11.51], [23.01, -1.27, 10.80], [25.29, -0.92, 11.54], [23.16, 1.45, 10.62], [24.71, 1.00, 9.92], [24.59, 1.69, 11.55], [23.62, -0.15, 12.52], [22.14, -0.70, 10.51], [22.77, -2.13, 11.42], [23.48, -1.62, 9.88], [25.23, -1.81, 11.92], [20.53, -0.45, 6.22], [19.55, -1.17, 7.14], [19.79, -0.81, 8.60], [18.19, -0.78, 6.86], [20.26, 0.60, 6.08], [20.60, -0.88, 5.22], [21.53, -0.45, 6.65], [19.62, -2.25, 7.01], [19.47, 0.22, 8.79], [20.77, -1.10, 8.93], [19.04, -1.36, 9.19], [18.04, -0.74, 5.90], [16.02, 1.84, 7.61], [17.28, 2.65, 7.83], [17.68, 2.67, 9.29], [18.35, 2.19, 7.00], [15.80, 1.71, 6.55], [15.16, 2.35, 8.04], [16.11, 0.85, 8.06], [17.09, 3.68, 7.51], [18.66, 3.12, 9.43], [17.67, 1.68, 9.77], [16.99, 3.26, 9.90], [18.50, 1.25, 7.19], [13.52, -1.01, 4.00], [13.42, -1.07, 5.51], [14.74, -1.47, 6.16], [13.04, 0.25, 5.96], [14.25, -0.28, 3.66], [12.54, -0.78, 3.56], [13.82, -1.98, 3.61], [12.63, -1.76, 5.80], [15.40, -0.60, 6.09], [15.24, -2.27, 5.60], [14.63, -1.72, 7.21], [12.82, 0.20, 6.90]], "lumo_ev": 0.77, "smiles": "CC(C)O.CC(C)O.CC(C)O.CC(C)O.CC(C)O", "e_tot_ev": -26440.96328, "e_above_lowest_kcal_mol": 17.8, "gap_ev": 10.58}